Model A:
C4H6BrNO | ωB97M-V/def2-TZVPD

Geometry as ORCA input:
```
! wB97M-V def2-TZVPD RIJCOSX def2/J DEFGRID3
* xyz 0 3
C 1.0813 0.7243 -0.7898
H 1.0822 -1.5289 1.2804
H -1.7557 1.2850 0.5687
H -1.6266 -1.0672 0.9500
H -0.6343 -0.0140 1.8987
C -0.6828 -0.4434 0.8696
H 2.6304 1.7591 -1.5260
N 2.2468 0.8854 -1.1987
H -1.7934 0.3074 -1.0026
C -1.1553 0.6286 -0.1380
C 0.4816 -1.1640 0.3981
O -0.0478 1.3413 -0.7495
Br 0.1737 -2.7135 -0.5610
*
```

## Properties
Lowest unoccupied orbital energy (alpha / beta) in eV: 0.8305 / -1.6872
E_HOMO (alpha / beta) in eV: -6.05 / -10.32

Model B:
C4H6BrNO | ωB97M-V/def2-TZVPD

Geometry as ORCA input:
```
! wB97M-V def2-TZVPD RIJCOSX def2/J DEFGRID3
* xyz 0 3
C 1.6887 0.7713 -0.0635
H -0.4211 0.7484 0.9489
H -2.1326 -0.9983 -1.0275
N -1.2558 -2.3599 1.8728
H 1.4656 0.7914 -1.1565
H -0.4208 -0.5129 -1.4225
O 1.0832 -0.3440 0.5804
H 1.4130 1.5777 0.6130
H 2.7467 0.5451 0.0258
C -0.2100 -0.2672 0.8264
C -0.7639 -1.4129 1.3861
C -1.4463 -0.2138 -1.3494
Br -1.7467 1.6751 -1.2341
*
```

## Properties
Lowest unoccupied orbital energy (alpha / beta) in eV: 0.5130 / -1.4226
E_HOMO (alpha / beta) in eV: -7.42 / -11.02

Q: Which of them is the least stable? A: model A.